Record 1
{
  "formula": "C50H45F9N5O3P3SbSe2Ti",
  "method": "the ωB97M-V functional and the def2-TZVPD basis",
  "elements": ["Ti", "Se", "P", "C", "C", "C", "C", "C", "C", "C", "C", "C", "C", "C", "C", "C", "C", "N", "N", "N", "P", "Se", "C", "C", "C", "C", "C", "C", "C", "C", "C", "C", "C", "C", "H", "H", "H", "H", "H", "H", "H", "H", "H", "H", "H", "H", "H", "H", "H", "H", "H", "H", "H", "H", "N", "C", "P", "O", "O", "C", "N", "H", "H", "H", "H", "H", "H", "H", "H", "H", "H", "F", "C", "C", "C", "C", "C", "C", "Sb", "C", "C", "C", "C", "F", "C", "C", "C", "C", "C", "C", "F", "C", "C", "H", "H", "H", "H", "H", "H", "H", "H", "H", "H", "H", "H", "C", "C", "O", "C", "F", "F", "F", "C", "F", "F", "F", "H", "H", "H"],
  "coordinates": [[-0.5199, 1.0392, -0.6015], [1.3965, 2.6000, 4.9297], [1.8870, 0.5384, 4.5472], [3.6515, 0.2035, 4.6094], [4.1700, -0.9134, 5.2545], [5.5444, -1.1340, 5.2056], [6.4000, -0.2280, 4.6033], [5.8690, 0.8970, 4.0068], [4.5026, 1.1237, 4.0202], [1.1190, -0.6196, 5.7138], [0.4787, -0.1634, 6.8631], [-0.1602, -1.0462, 7.7188], [-0.2053, -2.4066, 7.4194], [0.3975, -2.8561, 6.2595], [1.0291, -1.9694, 5.4019], [1.2082, 0.1933, 3.0026], [1.5434, 0.6624, 1.6893], [0.5196, 0.2128, 0.9102], [-0.2207, -0.6309, 1.6193], [0.0926, -0.5492, 2.8996], [2.6363, 1.7010, 0.7864], [1.8716, 1.7110, -1.3272], [4.3138, 1.1062, 0.6590], [4.6094, -0.1875, 1.0683], [5.9008, -0.6810, 0.8969], [6.8588, 0.0980, 0.3094], [6.5544, 1.3938, -0.0960], [5.2763, 1.9017, 0.0393], [2.3518, 3.3376, 1.5230], [3.3860, 4.1522, 1.9707], [3.0832, 5.3509, 2.5878], [1.7785, 5.7487, 2.7660], [0.7396, 4.9520, 2.3074], [1.0205, 3.7385, 1.7165], [3.5319, -1.6357, 5.7383], [5.9395, -2.0274, 5.6802], [7.4686, -0.4129, 4.5887], [6.5385, 1.6014, 3.5182], [4.0824, 2.0178, 3.5666], [0.4564, 0.9014, 7.0772], [-0.6562, -0.6792, 8.6085], [-0.6890, -3.1077, 8.0856], [0.3482, -3.9065, 5.9898], [1.4339, -2.3607, 4.4668], [3.8428, -0.7990, 1.5353], [6.1368, -1.6817, 1.2485], [7.8528, -0.3036, 0.1573], [7.3289, 1.9868, -0.5470], [5.0174, 2.8878, -0.3301], [4.4225, 3.8545, 1.8516], [3.9035, 5.9836, 2.9371], [1.5756, 6.7106, 3.2144], [-0.2831, 5.2891, 2.3826], [0.1966, 3.0851, 1.4193], [-4.4071, 0.9202, -0.8679], [-4.2498, -0.1223, 0.1424], [-2.5272, -0.2011, 0.6443], [-2.0940, 1.2790, 0.7045], [-1.5896, -0.6088, -0.5232], [-2.6899, -1.5095, 1.9793], [-1.8355, -2.6897, 1.7452], [-5.3870, 1.1970, -1.0127], [-3.9817, 0.6175, -1.7921], [-3.8223, 1.7405, -0.6456], [-4.5930, -1.0728, -0.2594], [-4.8916, 0.0739, 1.0135], [-3.7344, -1.7937, 2.1299], [-2.3407, -1.0545, 2.9255], [-2.1509, -3.2456, 0.9247], [-1.7059, -3.2935, 2.5743], [-0.8995, -2.2475, 1.5100], [-7.5246, -1.8821, -7.0157], [-6.4433, -1.6610, -6.2233], [-6.6145, -1.6518, -4.8455], [-5.5071, -1.4596, -4.0371], [-4.2658, -1.2023, -4.5910], [-4.1130, -1.1336, -5.9625], [-5.2132, -1.4092, -6.7980], [-2.6062, -0.8041, -3.2533], [-2.3963, -2.7889, -2.3484], [-3.4582, -3.4615, -1.7984], [-3.2426, -4.5022, -0.8711], [-1.9470, -4.8912, -0.5679], [-1.7305, -5.9023, 0.3470], [-0.8682, -4.2718, -1.1773], [-1.1031, -3.2224, -2.0859], [-1.0135, -1.2915, -4.6011], [0.1808, -0.6142, -4.5255], [1.2315, -0.9597, -5.4086], [1.0447, -1.9655, -6.3258], [2.0270, -2.2628, -7.2157], [-0.1662, -2.6485, -6.3818], [-1.1787, -2.3624, -5.4610], [-7.5832, -1.8282, -4.3896], [-5.6279, -1.4772, -2.9511], [-3.1655, -0.8705, -6.3911], [-5.0634, -1.4273, -7.8658], [-4.4840, -3.2398, -2.0646], [-4.1249, -4.9491, -0.4293], [0.1518, -4.5568, -0.9633], [-0.2542, -2.7401, -2.5621], [0.3074, 0.2047, -3.8116], [2.1380, -0.3636, -5.3687], [-0.3083, -3.4398, -7.1046], [-2.0746, -2.9724, -5.4477], [-0.0473, 3.4310, -3.6993], [-1.3116, 2.9294, -2.9671], [-1.0682, 1.6417, -2.4683], [-2.5110, 2.7500, -3.9572], [-2.8703, 3.8695, -4.5900], [-2.1337, 1.7987, -4.8497], [-3.6015, 2.2505, -3.2681], [-1.6799, 3.8517, -1.7434], [-0.6149, 3.7694, -0.8426], [-1.9035, 5.1338, -2.0688], [-2.7860, 3.3687, -1.0584], [0.3254, 2.6325, -4.3471], [0.7507, 3.6113, -2.9681], [-0.1836, 4.3009, -4.3358]],
  "atomic_forces_ev_per_a": [[-0.1, 1.8, -3.2], [0.3, -0.9, -0.1], [0.3, 2.1, 3.4], [-0.2, -0.1, -0.1], [0.5, -0.2, -0.5], [-0.2, -0.4, 0.6], [0.0, -0.3, 0.0], [0.2, 0.6, -0.3], [0.2, 0.2, -0.3], [-0.6, -0.1, -0.4], [0.1, 0.5, 0.1], [-0.2, -0.4, 0.0], [0.2, 0.4, 0.2], [-0.1, -0.3, -0.4], [0.2, -0.5, -0.3], [-0.1, -0.4, -2.8], [-2.0, -1.3, 0.9], [1.7, -1.9, 1.3], [-0.1, 1.7, 1.2], [0.8, -0.7, -0.8], [0.0, 1.6, -1.4], [0.3, -0.1, 1.1], [-0.2, -0.2, 0.4], [0.1, -0.1, 0.1], [-0.8, -0.7, 0.4], [0.4, 0.4, -0.2], [0.1, 0.0, -0.2], [0.0, 0.0, 0.2], [0.1, -0.2, 0.2], [0.1, -0.3, -0.2], [0.9, 0.3, 0.3], [-0.2, 0.3, -0.2], [0.0, 0.0, -0.2], [0.2, -0.4, -0.3], [0.0, 0.0, 0.1], [0.0, 0.1, 0.0], [-0.1, 0.0, 0.0], [-0.2, 0.0, 0.1], [0.1, 0.0, 0.1], [0.1, -0.1, 0.0], [0.1, 0.1, 0.0], [-0.1, 0.0, 0.0], [0.1, 0.1, 0.1], [0.1, 0.1, 0.2], [0.1, 0.0, 0.0], [0.0, 0.1, -0.1], [0.0, 0.1, 0.0], [0.1, 0.2, -0.2], [0.1, 0.0, 0.0], [-0.1, 0.0, 0.0], [-0.3, -0.2, -0.1], [-0.1, 0.0, 0.1], [-0.1, -0.1, 0.2], [0.2, 0.2, 0.1], [0.0, 0.8, -0.9], [-0.7, -0.4, 0.4], [1.7, 0.1, -1.4], [-1.0, -0.1, 1.7], [-1.2, -1.8, 0.5], [-0.1, 0.9, 1.1], [0.6, 0.0, -0.6], [0.4, 0.0, 0.0], [-0.2, -0.2, 0.2], [-0.3, 0.1, 0.2], [0.1, -0.2, -0.2], [0.2, 0.2, -0.2], [0.1, -0.1, -0.3], [-0.2, -0.1, -0.4], [0.2, 0.0, 0.3], [-0.3, 0.3, -0.4], [-0.4, -0.3, 0.0], [0.7, 0.1, 0.5], [-0.5, 0.1, -0.2], [-0.3, -0.3, 0.2], [-0.2, 0.2, 0.0], [1.1, 0.1, 0.5], [-1.2, -0.3, -0.4], [0.7, 0.2, 0.3], [-0.5, -1.5, -1.0], [0.1, 0.9, -0.7], [0.0, -0.8, 1.0], [-0.5, 0.3, -0.2], [-0.1, -0.5, 0.3], [-0.2, 1.0, -0.7], [0.2, 0.6, -0.5], [0.1, -0.7, 0.8], [-0.7, 0.4, 1.0], [0.9, 0.1, -0.8], [-0.2, 0.9, 0.9], [-0.1, 0.0, -0.5], [-0.7, 0.2, 0.7], [-0.1, -0.5, 0.3], [0.7, -0.1, -0.9], [0.0, 0.0, -0.3], [-0.1, 0.0, -0.2], [0.3, 0.0, -0.3], [-0.3, 0.1, -0.2], [0.0, 0.2, 0.1], [0.3, -0.4, 0.1], [0.0, -0.3, 0.1], [0.0, 0.0, 0.1], [0.0, -0.3, -0.4], [0.1, -0.3, -0.1], [0.1, 0.0, 0.0], [0.0, 0.1, -0.1], [0.1, -0.1, 0.1], [0.3, -0.4, 0.2], [0.0, 0.4, 1.8], [0.6, -0.2, 0.5], [0.1, -0.9, 0.3], [-0.7, 0.9, 0.3], [0.4, 0.6, -0.9], [0.4, 0.0, -0.3], [-1.6, 0.3, -0.9], [0.3, -1.3, 0.6], [1.0, 0.8, -0.5], [-0.3, -0.1, 0.1], [-0.4, 0.2, -0.1], [-0.2, 0.2, 0.2]],
  "de_lowest_kcal_mol": 0.00,
  "spin_multiplicity": 2,
  "orbital_gap_ev": [6.5023, 6.6584],
  "charge": 2,
  "s2": 0.753,
  "homo_energy_ev": [-11.9, -11.9]
}

Record 2
{
  "formula": "C2H16Ba3O14",
  "method": "the ωB97M-V functional and the def2-TZVPD basis",
  "elements": ["Ba", "Ba", "Ba", "C", "O", "O", "O", "C", "O", "O", "O", "O", "H", "H", "O", "H", "H", "O", "H", "H", "O", "H", "H", "O", "H", "H", "O", "H", "H", "O", "H", "H", "O", "H", "H"],
  "coordinates": [[-2.6594, 1.3911, -0.7893], [0.6529, 0.7372, 2.3382], [2.1900, -0.6865, -0.6895], [-0.4327, 0.3365, 0.0240], [0.5352, -0.3446, 0.3799], [-0.9666, 1.1057, 0.8461], [-1.0943, -0.0404, -0.9617], [3.2693, 0.5346, 1.5942], [2.2164, -0.1612, 1.3511], [3.5594, 0.9101, 2.6875], [3.9380, 0.9256, 0.6154], [-0.9581, 2.4052, -1.5759], [-0.3744, 1.7490, -1.1953], [-0.3725, 3.0193, -2.0188], [-3.3096, 0.5123, 1.1008], [-2.4928, 0.2323, 1.5140], [-3.9973, 0.1140, 1.6343], [0.9872, 0.2606, -2.1344], [1.2498, -0.0719, -2.9926], [0.0307, 0.2266, -2.1462], [-1.0944, -2.1163, 0.2805], [-0.8785, -1.2245, 0.0076], [-1.5397, -2.4976, -0.4762], [1.1207, -2.5482, -0.4289], [0.7925, -2.9771, -1.2192], [0.3697, -2.5309, 0.1643], [0.4948, -1.6489, 2.1734], [-0.2273, -2.2506, 2.3545], [0.2510, -1.2217, 1.3523], [0.8180, 2.8075, 1.4512], [-0.0093, 2.8280, 0.9701], [0.9601, 3.7143, 1.7230], [-0.7243, -0.9567, -2.8136], [-0.9598, -0.9808, -1.8861], [-1.3446, -1.5521, -3.2343]],
  "atomic_forces_ev_per_a": [[-11.4, 4.0, -3.9], [1.4, 2.3, 14.0], [18.3, -2.0, -5.8], [0.0, -1.9, 2.6], [-8.7, 2.8, -1.9], [-2.1, 2.9, -1.2], [0.8, -0.2, 0.3], [4.6, 2.6, -1.5], [3.2, -2.5, 2.8], [-1.1, 0.5, 5.2], [-0.1, -0.6, -3.1], [4.1, 3.2, -1.9], [1.1, 0.8, -0.7], [0.5, 0.6, -0.5], [-1.8, -2.0, 3.8], [0.3, -0.1, 0.6], [-0.7, -0.2, 0.4], [-2.0, 4.9, -3.8], [0.0, 0.2, -0.7], [0.2, 0.3, -1.3], [-2.5, -1.2, 0.8], [-0.8, -2.0, -0.2], [-0.5, -0.5, 0.0], [-0.8, -4.9, -0.5], [0.0, -0.7, -0.3], [-0.4, -1.0, 0.5], [-0.8, -3.1, 2.1], [-0.1, -0.6, 0.4], [0.1, -1.7, 0.8], [0.1, 3.5, -1.6], [-0.3, 0.5, -0.2], [0.6, 0.6, 0.1], [-1.5, -3.2, -3.7], [0.1, -1.2, -0.8], [-0.1, -0.2, -0.9]],
  "orbital_gap_ev": 5.1947,
  "charge": 2,
  "homo_energy_ev": -12.7
}